[1]
52
Properties=species:S:1:pos:R:3 method="wB97M-V/def2-TZVPD" gap_ev="4.34 / 4.40" spin_multiplicity=5 homo_energy_ev="-14.7996 / -14.8387" charge=+2 de_lowest_kcal_mol=0.0 e_lumo_ha="-0.384 / -0.384" s_squared=6.0056
I 0.014 -2.244 -4.725
I -0.511 2.425 -4.394
Ho -0.033 0.028 -2.988
P -2.433 -0.141 -1.765
C -3.471 1.321 -1.423
C -3.132 -0.587 -3.414
H -4.213 -0.660 -3.258
H -4.298 -1.288 -0.861
H -2.741 -1.538 -3.800
H -2.862 -2.369 -0.905
H -3.281 2.131 -2.142
H -2.943 0.162 -4.191
C -3.219 -1.357 -0.672
H -4.532 1.026 -1.481
H -3.007 -1.143 0.381
H -3.265 1.714 -0.419
P 2.412 0.002 -1.792
C 3.403 1.480 -1.403
C 3.157 -1.205 -0.660
H 2.893 -1.412 -3.777
H 4.296 -0.458 -3.178
H 3.038 0.302 -4.182
C 3.219 -0.437 -3.390
H 2.838 -2.222 -0.923
H 4.239 -1.100 -0.798
H 4.466 1.194 -1.460
H 3.178 1.851 -0.394
H 2.883 -0.999 0.381
H 3.203 2.291 -2.120
C -0.054 1.817 -1.165
O -0.003 2.878 -0.707
C 0.814 -1.727 3.396
C -0.107 -0.847 2.590
C -1.555 -1.198 2.929
O 0.096 -1.132 1.177
B -0.033 0.058 0.491
O -0.168 1.163 1.344
C 0.148 0.713 2.671
C -0.698 1.524 3.627
C 1.622 1.055 2.917
H 0.688 -1.525 4.469
H 1.873 -1.591 3.149
H 0.561 -2.779 3.226
H -1.746 -2.265 2.726
H -1.732 -1.038 4.005
H -2.278 -0.606 2.335
H -0.460 1.269 4.665
H -0.477 2.589 3.488
H -1.774 1.389 3.465
H 2.303 0.530 2.220
H 1.791 2.135 2.776
H 1.892 0.820 3.956

---

[2]
13
Properties=species:S:1:pos:R:3 method="wB97M-V/def2-TZVPD" gap_ev="5.06 / 7.52" spin_multiplicity=2 homo_energy_ev="-5.3486 / -8.1962" de_lowest_kcal_mol=56.5 e_lumo_ha="-0.011 / -0.025" s_squared=0.7509
O -0.311 3.801 1.550
C 0.276 3.541 0.498
C -1.222 1.590 1.840
O 1.414 3.867 0.101
O -0.108 2.333 -0.136
C -0.796 1.342 0.568
H -2.292 1.542 2.041
H -0.508 1.636 2.661
H -1.406 0.774 -0.137
H 1.139 0.041 0.156
O 2.015 0.237 -0.489
H 2.360 -0.592 -0.833
Yb 2.044 2.248 -1.676